# C20H28N2O4S

C20H28N2O4S in the gas phase at a distorted geometry (ωB97M-V/def2-TZVPD, OMol25).

Computed properties:
LUMO	0.0263	Ha
total energy	-43199.7628	eV
energy relative to the best compared isomer or geometry (same formula, charge and spin)	30.4	kcal/mol
SMILES	CCCCC(=O)Oc1c(S(=O)(=O)c2ccc(C)cc2)c(C)nn1C(C)(C)C

```
55
Properties=species:S:1:pos:R:3:nbo_charge:R:1
C -2.11406 -2.81920 1.92354 -0.62
C -2.09598 -3.90185 0.85187 -0.39
C -1.71045 -3.38254 -0.53483 -0.40
C -0.26792 -2.86596 -0.60772 -0.53
C -0.08248 -1.37843 -0.58929 0.85
O 0.89877 -0.80502 -0.98220 -0.59
O -1.16871 -0.70502 -0.12257 -0.51
C -0.96246 0.57797 0.26771 0.50
C 0.05537 1.09040 1.04978 -0.52
S 1.33567 0.11150 1.78070 2.20
O 1.71429 0.74206 3.02019 -0.94
O 0.85153 -1.24827 1.86365 -0.97
C 2.74959 0.16615 0.68717 -0.21
C 3.50855 -0.97304 0.51634 -0.19
C 4.63218 -0.92396 -0.28835 -0.22
C 5.00010 0.25891 -0.92020 0.00
C 6.20260 0.30404 -1.81239 -0.63
C 4.21991 1.39463 -0.72956 -0.20
C 3.09557 1.35296 0.07510 -0.21
C -0.27232 2.45472 1.19559 0.20
C 0.47587 3.47939 1.96620 -0.66
N -1.38492 2.72140 0.54026 -0.28
N -1.80316 1.58634 -0.02989 -0.18
C -3.03480 1.52990 -0.81191 0.13
C -4.00814 0.57534 -0.11682 -0.61
C -2.69818 1.03659 -2.22147 -0.61
C -3.62100 2.93749 -0.87088 -0.61
H -1.13897 -2.35031 2.02646 0.23
H -2.38717 -3.25068 2.88398 0.21
H -2.84300 -2.05014 1.67703 0.19
H -3.08745 -4.35816 0.78479 0.20
H -1.39311 -4.68589 1.14279 0.19
H -1.82168 -4.20140 -1.24908 0.21
H -2.40538 -2.59585 -0.83100 0.20
H 0.24759 -3.23475 -1.49672 0.24
H 0.29598 -3.22035 0.26045 0.26
H 3.20214 -1.88158 1.01000 0.23
H 5.23015 -1.81251 -0.43001 0.21
H 6.94513 -0.42664 -1.50148 0.22
H 5.91006 0.07264 -2.83689 0.22
H 6.65389 1.29322 -1.80712 0.22
H 4.49673 2.31844 -1.21681 0.21
H 2.48659 2.23008 0.22602 0.22
H 1.11616 4.06375 1.30552 0.22
H -0.22209 4.16176 2.44385 0.23
H 1.09042 2.98405 2.71355 0.26
H -3.58485 -0.42323 -0.05285 0.22
H -4.22302 0.92708 0.88958 0.22
H -4.93922 0.52509 -0.67508 0.22
H -1.95801 1.68760 -2.68122 0.22
H -3.59451 1.04047 -2.83597 0.22
H -2.30266 0.02471 -2.19718 0.22
H -2.91883 3.61987 -1.34001 0.23
H -4.54415 2.92440 -1.44347 0.21
H -3.82617 3.30184 0.13084 0.23
```

# C20H28N3O3Sr

A molecular structure, C20H28N3O3Sr at a distorted geometry (ωB97M-V/def2-TZVPD, OMol25).

Computed properties:
LUMO	-0.1047	Ha
total energy	-32640.8542	eV
charge	+1

```
55
Properties=species:S:1:pos:R:3:nbo_charge:R:1
Sr 0.62564 0.81302 0.11460 1.83
C -5.11803 0.58629 -3.23585 -0.60
C -4.28686 0.87610 -1.98547 -0.43
C -3.91116 -0.36107 -1.18214 -0.06
C -4.78118 -1.44851 -1.16583 -0.19
C -4.44768 -2.64570 -0.55472 -0.21
C -3.19008 -2.78963 0.00929 -0.20
C -2.29137 -1.73251 0.01453 -0.06
C -0.87535 -2.00047 0.49376 -0.40
C 0.03426 -2.37404 -0.69420 -0.62
C -2.67632 -0.49166 -0.51992 0.20
N -1.73885 0.57685 -0.42382 -0.69
C -2.18089 1.77676 -0.16174 0.15
C -1.38279 2.96257 -0.12415 -0.08
C -1.86346 4.27651 -0.02012 -0.21
C -0.76681 5.11835 -0.18031 -0.33
C 0.33893 4.27721 -0.36350 -0.01
N -0.00408 2.97710 -0.33864 -0.71
H -5.14381 1.46846 -3.87675 0.22
H -6.15121 0.33285 -2.99368 0.21
H -4.69530 -0.23984 -3.81274 0.21
H -4.83614 1.58429 -1.35825 0.21
H -3.37627 1.39416 -2.28657 0.22
H -5.74113 -1.36070 -1.66205 0.22
H -5.15057 -3.46878 -0.54715 0.22
H -2.89512 -3.73818 0.44835 0.21
H -0.89147 -2.82545 1.20547 0.23
H -0.47199 -1.15192 1.04584 0.16
H -0.38146 -3.25230 -1.18620 0.24
H 1.05746 -2.60764 -0.38420 0.19
H 0.06415 -1.58185 -1.44890 0.19
H -3.23952 1.91996 0.04987 0.19
H -2.89773 4.56053 0.12257 0.22
H -0.76082 6.19786 -0.17218 0.23
H 1.37060 4.57231 -0.50440 0.19
O -0.38153 1.22510 2.51796 -0.98
H -0.89356 2.00575 2.75775 0.51
H 0.23489 1.06288 3.24022 0.50
O 2.10299 0.05522 1.76169 -0.76
C 2.87446 -0.41078 0.89721 0.75
O 2.80565 -0.21189 -0.35834 -0.80
C 4.02036 -1.28165 1.37770 -0.16
N 4.84346 -1.63937 0.15003 -0.52
C 6.22859 -1.05890 0.33393 -0.22
C 6.37943 -0.99858 1.84547 -0.42
C 4.99167 -0.55678 2.32010 -0.41
H 3.61869 -2.19554 1.81014 0.25
H 4.32021 -1.21417 -0.62657 0.48
H 4.87920 -2.64394 0.00225 0.43
H 6.21753 -0.06875 -0.11486 0.23
H 6.95144 -1.67913 -0.18583 0.24
H 7.17216 -0.31580 2.14256 0.25
H 6.62334 -1.98837 2.23769 0.22
H 4.87525 0.52192 2.21246 0.23
H 4.79222 -0.80817 3.35766 0.26
```

# C20H28NO

A gas-phase ion, C20H28NO (charge +1) (ωB97M-V/def2-TZVPD, OMol25).

Computed properties:
LUMO	-0.0886	Ha
total energy	-24726.3013	eV
energy relative to the best compared isomer or geometry (same formula, charge and spin)	2.8	kcal/mol
SMILES	CC(C)(C)c1ccc(OCCC[NH2+]Cc2ccccc2)cc1
charge	+1

```
50
Properties=species:S:1:pos:R:3:nbo_charge:R:1
C 4.68424 0.67204 1.54013 -0.59
C 4.74017 -0.54084 0.60000 -0.08
C 5.05492 -1.81045 1.40386 -0.59
C 5.87092 -0.31553 -0.40642 -0.61
C 3.38804 -0.70902 -0.07017 -0.01
C 3.21767 -0.68991 -1.44913 -0.20
C 1.97142 -0.84565 -2.03223 -0.22
C 0.85415 -1.01509 -1.23449 0.24
O -0.43200 -1.21907 -1.75096 -0.55
C -0.86631 -0.41050 -2.84165 -0.07
C -1.75493 0.73808 -2.34820 -0.45
C -3.01706 0.21015 -1.67393 -0.23
N -2.64996 -0.59686 -0.47861 -0.54
C -2.47990 0.20249 0.76862 -0.26
C -3.79181 0.80416 1.19435 0.00
C -4.79147 -0.01777 1.70482 -0.25
C -6.01054 0.51778 2.07863 -0.19
C -6.23973 1.87791 1.94558 -0.19
C -5.24778 2.70145 1.44086 -0.18
C -4.02806 2.16654 1.06229 -0.24
C 1.00061 -1.05350 0.14510 -0.27
C 2.25146 -0.90639 0.71065 -0.13
H 3.94669 0.53679 2.32634 0.20
H 4.43231 1.57197 0.98283 0.21
H 5.65341 0.81993 2.00916 0.22
H 4.32029 -1.98173 2.18576 0.20
H 5.06738 -2.67892 0.74893 0.21
H 6.03186 -1.71885 1.87128 0.22
H 6.80895 -0.19232 0.12917 0.22
H 5.97932 -1.16688 -1.07403 0.21
H 5.70211 0.58405 -0.99388 0.21
H 4.06301 -0.56129 -2.10328 0.23
H 1.89107 -0.85284 -3.10868 0.22
H -0.01507 -0.00622 -3.39031 0.21
H -1.42953 -1.06918 -3.50963 0.20
H -2.03834 1.35407 -3.20036 0.25
H -1.18509 1.36430 -1.65937 0.22
H -3.67696 1.02449 -1.36656 0.24
H -3.55912 -0.43025 -2.37229 0.23
H -1.73188 -1.06465 -0.75186 0.48
H -3.36568 -1.30611 -0.30051 0.43
H -2.10200 -0.46608 1.54578 0.23
H -1.73751 0.98007 0.58535 0.23
H -4.61186 -1.07704 1.83058 0.21
H -6.77849 -0.12466 2.47968 0.23
H -7.18859 2.29561 2.24234 0.23
H -5.42081 3.76148 1.34278 0.23
H -3.25275 2.81397 0.67858 0.22
H 0.14134 -1.22381 0.77788 0.20
H 2.33191 -0.94591 1.78522 0.21
```

# C20H28NO2

A gas-phase ion, C20H28NO2 (charge +1) (ωB97M-V/def2-TZVPD, OMol25).

Computed properties:
LUMO	-0.0781	Ha
total energy	-26773.5110	eV
energy relative to the best compared isomer or geometry (same formula, charge and spin)	13.5	kcal/mol
SMILES	CCCC[NH2+]CCOCCOc1ccccc1-c1ccccc1
charge	+1

```
51
Properties=species:S:1:pos:R:3:nbo_charge:R:1
C 2.63611 -4.42419 -1.84311 -0.60
C 1.58514 -3.42372 -1.37440 -0.41
C 0.44404 -3.31865 -2.38829 -0.42
C -0.72007 -2.46517 -1.89515 -0.22
N -0.30325 -1.09244 -1.52346 -0.57
C 0.06399 -0.20499 -2.64680 -0.24
C 0.84164 0.97933 -2.07048 -0.09
O 1.76056 0.41890 -1.14513 -0.57
C 2.68316 1.31650 -0.55502 -0.09
C 2.00082 2.51499 0.13314 -0.10
O 0.74373 2.16152 0.66027 -0.53
C 0.64731 1.32341 1.74203 0.39
C 1.66227 1.11203 2.66428 -0.31
C 1.46095 0.26859 3.74360 -0.17
C 0.25145 -0.38220 3.90796 -0.23
C -0.75603 -0.19302 2.98046 -0.17
C -0.57972 0.65197 1.89004 -0.15
C -1.65475 0.81494 0.89681 -0.04
C -2.32632 -0.31431 0.40979 -0.25
C -3.34223 -0.18669 -0.53204 -0.23
C -3.68160 1.06375 -1.01917 -0.21
C -3.02366 2.18636 -0.53979 -0.19
C -2.02238 2.06631 0.40777 -0.18
H 3.05247 -4.12283 -2.80105 0.21
H 3.44678 -4.48735 -1.12311 0.22
H 2.20087 -5.41366 -1.95467 0.21
H 2.07138 -2.45312 -1.23890 0.19
H 1.18871 -3.74657 -0.40915 0.21
H 0.05348 -4.31805 -2.58447 0.24
H 0.82995 -2.94003 -3.33550 0.21
H -1.15349 -2.92853 -1.00640 0.22
H -1.49556 -2.39283 -2.66024 0.22
H 0.55212 -1.13741 -0.94238 0.46
H -1.05396 -0.64743 -0.92347 0.48
H -0.82923 0.13053 -3.17374 0.23
H 0.70350 -0.76298 -3.33190 0.22
H 0.15950 1.67055 -1.56130 0.21
H 1.36684 1.51558 -2.86917 0.20
H 3.21417 0.70033 0.17356 0.21
H 3.39496 1.68673 -1.30283 0.19
H 2.67169 2.93773 0.88675 0.20
H 1.77453 3.29617 -0.59737 0.20
H 2.61033 1.61609 2.56141 0.22
H 2.25522 0.12848 4.45994 0.23
H 0.09231 -1.03031 4.75481 0.23
H -1.70828 -0.68481 3.11189 0.22
H -2.10941 -1.28421 0.84061 0.22
H -3.87173 -1.06470 -0.87239 0.23
H -4.47050 1.16547 -1.74764 0.23
H -3.30637 3.16512 -0.89540 0.23
H -1.53898 2.94793 0.79555 0.24
```